Record 1
C20H16N2O10SW as an isolated structure. Source: OMol25; level of theory: ωB97M-V/def2-TZVPD.

- Energy above the lowest of the compared OMol25 structures with the same formula, charge and spin: 3.7 kcal/mol
- Highest occupied orbital energy: -14.90 eV
- Charge: +2

CARTESIAN COORDINATES (ANGSTROEM)
W: 1.1490 -0.3804 -0.6445
O: 0.2289 -2.9779 -3.0669
C: 0.3133 -2.7711 -1.9171
O: -0.1292 -1.5303 -1.3829
C: 0.9344 -3.6413 -0.8291
C: 0.5139 -3.1858 0.5710
C: 1.0105 -4.1290 1.6561
C: 2.5235 -3.7992 1.7364
C: 2.6892 -2.7896 0.6183
O: 1.4248 -2.0154 0.7190
C: 2.4973 -3.4520 -0.7657
C: 3.0382 -2.5393 -1.8357
O: 3.7853 -2.6951 -2.7108
O: 2.4728 -1.2033 -1.6035
H: 0.6742 -4.6741 -1.0519
H: -0.5075 -2.8342 0.6661
H: 0.5065 -3.9291 2.5980
H: 0.8115 -5.1643 1.3846
H: 2.7825 -3.3430 2.6887
H: 3.1676 -4.6637 1.5899
H: 3.5228 -2.0987 0.7065
H: 3.0244 -4.4000 -0.8456
O: 5.1439 3.7709 -1.9211
C: 4.2886 3.0259 -1.5910
C: 4.3088 2.0938 -0.3374
O: 5.1957 1.8980 0.4264
C: 2.9655 1.4219 -0.3734
C: 2.2290 1.8169 -1.4406
O: 0.9852 1.2368 -1.5942
C: 2.8943 2.8555 -2.2803
O: 2.4770 3.3900 -3.2544
O: 2.4316 0.5332 0.4891
N: -1.7735 1.8503 -0.6087
C: -1.7778 1.2396 0.5609
S: -0.5361 0.1241 1.1203
N: -2.7553 1.4406 1.4164
C: -3.8703 2.3260 1.1974
C: -4.0657 3.3796 2.0791
C: -5.1529 4.2179 1.8899
C: -6.0191 4.0067 0.8256
C: -5.8115 2.9476 -0.0474
C: -4.7370 2.0911 0.1394
H: -1.0005 1.7820 -1.2550
H: -2.5225 2.5012 -0.8244
H: -2.6740 1.0092 2.3286
H: -3.3788 3.5431 2.9003
H: -5.3206 5.0388 2.5733
H: -6.8641 4.6656 0.6803
H: -6.4966 2.7739 -0.8657
H: -4.5969 1.2368 -0.5141

=====

Record 2
C20H16N5O2SV as an isolated structure. Source: OMol25; level of theory: ωB97M-V/def2-TZVPD.

- Energy above the lowest of the compared OMol25 structures with the same formula, charge and spin: 11.9 kcal/mol
- Highest occupied orbital energy (spin up / spin down): -16.56 / -16.58 eV
- ⟨S²⟩: 0.784
- Charge: +3
- Spin multiplicity: 2

CARTESIAN COORDINATES (ANGSTROEM)
V: -0.2072 0.1052 -1.0454
O: 2.5472 4.1200 0.4950
C: 3.5225 3.2223 0.4076
C: 4.8736 3.5733 0.3964
C: 5.8508 2.6039 0.3251
C: 5.5155 1.2459 0.2294
C: 4.1963 0.8797 0.1684
C: 3.1777 1.8453 0.2674
C: 1.8058 1.4567 0.1869
O: 1.4061 0.4135 -0.5657
N: 0.8045 2.0978 0.7564
N: -0.3435 1.5751 0.3359
C: -1.5109 2.0616 0.6365
C: -2.5699 1.4072 -0.0914
C: -3.9278 1.6607 -0.0310
C: -4.7754 0.9496 -0.8768
C: -4.2458 0.0209 -1.7747
C: -2.8843 -0.1926 -1.7816
N: -2.0607 0.4703 -0.9466
H: 2.8795 5.0178 0.6054
H: 5.1450 4.6213 0.4419
H: 6.8916 2.8986 0.3399
H: 6.2912 0.4944 0.2104
H: 3.9369 -0.1692 0.0913
H: -1.6291 2.9038 1.3092
H: -4.3130 2.3970 0.6623
H: -5.8442 1.1207 -0.8425
H: -4.8812 -0.5301 -2.4543
H: -2.4329 -0.9035 -2.4697
N: 0.7844 -1.7491 -2.4599
C: 0.1200 -2.4119 -1.4423
N: -0.3677 -1.6614 -0.4446
C: -1.0845 -2.4146 0.4844
C: -1.6988 -1.9472 1.6420
C: -2.3975 -2.8542 2.4171
C: -2.4793 -4.1997 2.0514
C: -1.8567 -4.6764 0.9076
C: -1.1558 -3.7693 0.1311
S: -0.2635 -4.0620 -1.3555
H: 1.6481 -1.2789 -2.1897
H: 0.9429 -2.2914 -3.3046
H: -1.5880 -0.9080 1.9281
H: -2.8796 -2.5250 3.3277
H: -3.0291 -4.8926 2.6737
H: -1.9136 -5.7254 0.6478

=====

Record 3
C20H17BIrN6O2S3 as an isolated structure. Source: OMol25; level of theory: ωB97M-V/def2-TZVPD.

- Energy above the lowest of the compared OMol25 structures with the same formula, charge and spin: 0.0 kcal/mol
- Highest occupied orbital energy (spin up / spin down): -7.99 / -8.12 eV
- ⟨S²⟩: 0.772
- Charge: 0
- Spin multiplicity: 2

CARTESIAN COORDINATES (ANGSTROEM)
Ir: 0.3680 0.1134 0.9354
C: 5.4706 0.7291 -1.3550
C: 4.2967 0.9471 -2.2998
N: 3.3029 -0.1105 -2.2265
C: 2.3403 -0.2077 -1.2964
S: 2.0947 1.1469 -0.2226
N: 1.6702 -1.3508 -1.2919
N: 0.6802 -1.4080 -0.3827
C: -0.0662 -2.4620 -0.2762
C: 0.1035 -3.6741 -1.1276
C: -1.1086 -2.3651 0.7490
C: -2.0276 -3.3760 1.0024
C: -3.0014 -3.1870 1.9658
C: -3.0483 -1.9877 2.6594
C: -2.1018 -1.0225 2.3725
N: -1.1547 -1.2110 1.4539
H: 6.1817 1.5515 -1.4392
H: 5.9925 -0.1992 -1.5914
H: 5.1245 0.6789 -0.3229
H: 4.6378 0.9958 -3.3343
H: 3.8018 1.8946 -2.0876
H: 3.4446 -0.9469 -2.7708
H: 0.7850 -3.4530 -1.9427
H: -0.8530 -3.9985 -1.5390
H: 0.5172 -4.4982 -0.5412
H: -1.9731 -4.3006 0.4465
H: -3.7211 -3.9678 2.1714
H: -3.7975 -1.7972 3.4136
H: -2.0836 -0.0676 2.8794
S: 1.9186 -0.8856 2.5748
C: 1.8334 0.2984 3.7777
C: 2.6146 0.0647 4.9610
N: 3.2372 -0.1476 5.9035
C: 1.0458 1.4489 3.7153
S: 0.0130 1.8249 2.4174
C: 1.0407 2.3687 4.8149
N: 1.0388 3.1195 5.6853
O: -2.1374 1.6139 0.0637
B: -0.9338 1.0226 -0.3655
O: -0.8589 1.0921 -1.7588
C: -1.9941 1.7410 -2.1751
C: -2.3824 2.0632 -3.4548
C: -3.5997 2.7299 -3.5891
C: -4.3766 3.0502 -2.4817
C: -3.9715 2.7175 -1.1895
C: -2.7695 2.0594 -1.0706
H: -1.7682 1.8116 -4.3083
H: -3.9450 3.0053 -4.5767
H: -5.3145 3.5702 -2.6242
H: -4.5657 2.9653 -0.3207

=====

Record 4
C20H17BeBrO2 as an isolated structure. Source: OMol25; level of theory: ωB97M-V/def2-TZVPD.

- Highest occupied orbital energy: -13.77 eV
- Charge: +2

CARTESIAN COORDINATES (ANGSTROEM)
C: -2.2728 -1.0208 2.8839
C: -2.7837 -1.5657 1.4769
C: -1.6463 -1.6575 0.3944
Br: -2.1678 -2.7395 -1.2036
C: -1.0057 -0.2835 0.0065
C: 0.3324 0.0619 0.4970
C: 1.0668 1.3272 0.1600
C: 2.5157 1.6222 0.6797
C: 3.2442 0.2285 0.6263
C: 4.0006 -0.2216 1.8338
C: 4.6793 -1.5266 1.8695
C: 4.5647 -2.3820 0.6241
C: 3.8415 -1.9468 -0.5750
C: 3.1751 -0.6513 -0.6142
C: 0.3771 2.3062 -0.7068
C: -0.9531 1.9624 -1.1981
C: -1.6812 0.6893 -0.8774
C: -3.0731 0.4874 -1.5256
O: -3.9899 -0.1676 -1.0883
C: -3.3422 1.2531 -2.8747
C: -2.6965 2.4188 -3.1413
C: -1.6547 3.0100 -2.1177
O: -1.4399 4.1890 -2.1116
H: -3.1603 -1.1207 3.5771
H: -2.0386 0.0775 2.8295
H: -1.4362 -1.6433 3.2973
H: -3.6590 -0.9305 1.1872
H: -3.1866 -2.6119 1.6210
H: -0.8130 -2.2587 0.8676
H: 0.8612 -0.6662 1.1684
H: 2.5062 1.9650 1.7562
H: 3.0397 2.3734 0.0143
H: 4.0452 0.4419 2.7347
H: 5.2476 -1.8857 2.7645
H: 5.0407 -3.3933 0.5974
H: 3.7731 -2.6138 -1.4640
H: 2.5940 -0.2691 -1.4966
H: 0.8991 3.2563 -0.9913
H: -4.1372 0.7731 -3.5486
H: -2.9284 2.9566 -4.0919
Be: -5.7380 0.1564 -3.8405

=====

Record 5
C20H17BrN3SW as an isolated structure. Source: OMol25; level of theory: ωB97M-V/def2-TZVPD.

- Energy above the lowest of the compared OMol25 structures with the same formula, charge and spin: 14.4 kcal/mol
- Highest occupied orbital energy (spin up / spin down): -17.33 / -17.40 eV
- ⟨S²⟩: 2.025
- Charge: +3
- Spin multiplicity: 3

CARTESIAN COORDINATES (ANGSTROEM)
W: -0.3217 1.0795 -0.2010
N: 1.0930 -0.6069 0.4254
C: 0.7461 -2.0518 0.5121
C: 1.5773 -2.7967 1.3330
C: 1.4161 -4.1668 1.4632
C: 0.3945 -4.8018 0.7722
C: -0.4433 -4.0630 -0.0404
C: -0.2930 -2.6817 -0.2034
C: -1.2038 -1.9317 -1.0750
C: -2.1584 -2.4570 -1.9578
C: -3.0100 -1.6246 -2.6808
C: -2.9697 -0.2280 -2.5924
C: -2.0253 0.2925 -1.7317
C: -1.1656 -0.5498 -1.0400
H: 1.5274 -0.3881 1.3200
H: 1.8435 -0.5234 -0.2627
H: 2.3817 -2.3144 1.8804
H: 2.0863 -4.7323 2.0958
H: 0.2530 -5.8691 0.8726
H: -1.2485 -4.5721 -0.5508
H: -2.2390 -3.5272 -2.0872
H: -3.7510 -2.0690 -3.3329
H: -3.6558 0.3875 -3.1572
H: -1.9523 1.4134 -1.5277
Br: -1.9757 0.4684 1.9169
C: -0.8666 1.9107 2.5415
C: -1.0700 2.5886 3.7104
C: -0.1952 3.6418 3.9807
C: 0.8268 3.9290 3.0828
C: 0.9554 3.1716 1.9358
N: 0.1021 2.1661 1.6463
H: -1.8702 2.3180 4.3865
H: -0.3091 4.2244 4.8863
H: 1.5220 4.7331 3.2805
H: 1.7695 3.3382 1.2429
S: 2.5462 3.3341 -3.0555
C: 2.3366 1.7024 -3.5244
C: 1.5043 1.0628 -2.6730
N: 1.0421 1.8600 -1.6331
C: 1.5261 3.0962 -1.7368
H: 2.8245 1.3007 -4.3999
H: 1.1778 0.0371 -2.7613
H: 1.2719 3.8992 -1.0601

=====

Record 6
C20H17Cl3Zn as an isolated structure. Source: OMol25; level of theory: ωB97M-V/def2-TZVPD.

- Energy above the lowest of the compared OMol25 structures with the same formula, charge and spin: 42.0 kcal/mol
- Highest occupied orbital energy: 1.13 eV
- Charge: -2

CARTESIAN COORDINATES (ANGSTROEM)
Cl: -4.7077 -1.2782 -3.3823
C: -3.5688 -0.2594 -2.6135
C: -2.3488 0.0218 -3.2454
C: -1.3899 0.7858 -2.5928
C: -1.6212 1.2679 -1.2782
C: -0.5970 1.9904 -0.5824
C: -0.8356 2.7499 0.6866
C: 0.5049 3.5390 0.9452
C: 1.3372 3.2061 -0.2630
C: 0.6776 2.3241 -1.1052
C: -2.9014 1.0513 -0.6989
C: -3.8505 0.2730 -1.3477
H: -2.1623 -0.3555 -4.2456
H: -0.4585 1.0415 -3.1010
H: -1.6689 3.4548 0.5351
H: -1.1048 2.1391 1.5567
H: 0.2799 4.6124 1.0265
H: 0.9706 3.2319 1.8958
H: 2.3266 3.6329 -0.4251
H: 1.0673 1.9250 -2.0417
H: -3.1407 1.5166 0.2590
H: -4.8131 0.0801 -0.8878
Cl: 3.9092 -0.4946 4.9691
Zn: 2.5021 -2.0878 5.0095
Cl: 0.9935 -3.4886 4.5248
C: 2.4441 -0.8815 1.6480
C: 1.3912 0.0076 1.9708
C: 0.2781 -0.3340 1.1700
C: 0.5948 -1.5084 0.4074
C: 1.9575 -1.8722 0.7516
C: 2.5627 -3.0160 0.2243
C: 1.8700 -3.7532 -0.7363
C: 0.5586 -3.3844 -1.1188
C: -0.0928 -2.2936 -0.5292
H: 3.4439 -0.8932 2.0667
H: 1.4586 0.8230 2.6854
H: -0.6937 0.1461 1.1517
H: 3.5608 -3.2859 0.5743
H: 2.3469 -4.6172 -1.2070
H: 0.0459 -3.9765 -1.8819
H: -1.1262 -2.0399 -0.7747

=====

Record-wise E_tot values, in eV: -57099.627 -69040.113 -70076.604 -95528.016 -108160.401 -107001.540